The following is a DFT calculation (ωB97M-V with the def2-TZVPD basis set) of one molecule with the formula C3H4N2S2.

Last column: Mulliken charge in e.
Geometry (Å):
C -1.27872 0.91542 -0.23372  -0.9867
N -0.21755 0.16088 0.37142  -0.1371
C 0.18470 0.35241 1.59991  0.4774
N 0.52438 0.49614 2.68749  -0.4800
C 0.74021 -0.71154 -0.63029  0.3379
S 0.42221 -0.70522 -2.20125  -0.2445
S 1.90290 -1.56864 0.30143  -0.1742
H -1.87218 0.25029 -0.86438  0.3086
H -1.90666 1.32321 0.55881  0.3919
H -0.89281 1.73337 -0.84779  0.3276
H 2.39351 -2.24632 -0.74164  0.1791

Computed properties:
LUMO level = -0.563 eV
Highest occupied orbital energy = -9.559 eV
Kohn-Sham gap = 8.996 eV
ΔE to the lowest compared entry with this formula, charge and spin = 186.4 kJ/mol
Net charge = 0



The following is a DFT calculation (ωB97M-V with the def2-TZVPD basis set) of C15H30N6S4SbW as an isolated structure.

Last column: Mulliken charge in e.
Geometry (Å):
W 0.75362 -0.64411 1.07077  2.4254
C 1.46721 1.24616 -1.42152  -1.1540
C 1.23834 2.15731 -0.25092  -0.3395
N 1.51900 1.46340 1.05091  -0.9502
C 0.98633 2.33937 2.13177  -1.1797
C -0.47204 2.08611 2.22248  0.8864
C -1.36941 2.93512 2.83990  -1.1812
C -2.68667 2.52787 2.98040  -0.5617
C -3.06570 1.27970 2.49776  -1.0476
C -2.11799 0.49526 1.88295  0.8818
C -2.34924 -0.87625 1.35389  -1.5852
N -1.30790 -1.08554 0.30928  -0.0874
C -1.67541 -0.28439 -0.89987  -0.4207
C -0.54383 -0.26226 -1.89657  -1.0050
N 0.75952 -0.05112 -1.19161  -0.4439
N -0.84351 0.89863 1.71965  0.6662
H 2.52891 1.02728 -1.54463  0.3847
H 1.12742 1.71349 -2.34580  0.4752
H 0.19772 2.48303 -0.21758  0.3916
H 1.86525 3.04746 -0.31884  0.5511
H 2.52962 1.39034 1.20842  0.4686
H 1.22126 3.38274 1.91610  0.5909
H 1.48235 2.06533 3.06450  0.3148
H -1.03343 3.89265 3.21489  0.5849
H -3.41076 3.17065 3.46371  0.4899
H -4.08217 0.92364 2.59827  0.5875
H -3.34379 -1.00137 0.92303  0.6575
H -2.21519 -1.62632 2.13507  0.4756
H -1.33122 -2.10654 0.13391  0.1802
H -1.91133 0.72492 -0.56541  0.3692
H -2.57919 -0.70678 -1.34252  0.5634
H -0.70858 0.51323 -2.64423  0.5549
H -0.48656 -1.20674 -2.44235  0.3221
H 1.39696 -0.73945 -1.58037  0.4403
S 3.86832 0.98172 3.53695  -0.3461
Sb 3.06605 -0.87758 4.36796  0.7289
S 3.08560 -0.92162 0.35482  -0.1329
S 0.53049 -0.69674 3.35925  -0.3316
S 2.58174 -2.10116 1.88286  -0.1495
C -1.37683 -5.72316 0.49347  -1.6129
C -0.41689 -4.86505 -0.32054  1.0519
C -1.01777 -4.51562 -1.67614  -1.4860
C 0.94147 -5.54613 -0.46176  -1.6128
N -0.30292 -3.58672 0.47604  -0.4178
N 0.68484 -2.66801 -0.04298  -0.3811
H -1.55402 -6.66324 -0.02677  0.4294
H -2.33652 -5.22387 0.62831  0.3959
H -0.96233 -5.96724 1.47417  0.4151
H -1.19280 -5.42662 -2.24725  0.5057
H -0.34988 -3.90990 -2.30049  0.3390
H -1.97763 -4.00636 -1.56597  0.3138
H 0.81394 -6.52403 -0.92433  0.4700
H 1.41005 -5.70754 0.51224  0.3920
H 1.63080 -4.99371 -1.10763  0.3631
H -0.00673 -3.82141 1.42267  0.3124
H 0.41391 -2.55005 -1.02109  -0.0355
H 1.61115 -3.10301 -0.06960  0.4830

Computed properties:
LUMO level = -11.179 eV
Highest occupied orbital energy = -17.372 eV
Kohn-Sham gap = 6.192 eV
ΔE to the lowest compared entry with this formula, charge and spin = 0.0 kJ/mol
Net charge = +3



The following is a DFT calculation (ωB97M-V with the def2-TZVPD basis set) of a 8-piece molecular cluster, C26H42N8O19 overall.

Last column: Mulliken charge in e.
Geometry (Å):
C 6.93754 -1.70581 -0.00758  -0.4475
C 5.57211 -2.10356 -0.01024  -0.1244
C 4.07869 -2.79666 -0.25819  -0.2568
C 2.88704 -1.67167 -0.29657  0.0623
C 2.84174 -0.45161 -1.14839  0.3428
N 4.02434 -0.13115 -2.08222  -0.4527
C 4.79597 0.87430 -1.48576  0.5145
O 5.86407 1.50824 -0.95688  -0.4451
C 1.50738 0.54450 -1.07342  0.1448
O 1.41452 1.64084 -1.87508  -0.6114
C 0.21075 0.24440 -0.06037  0.9365
C -1.09144 1.23270 0.03502  -0.6584
C -2.44847 0.68775 -0.69638  -0.1718
C -2.24245 -0.55781 -1.73810  -0.6548
C -2.59647 -2.04648 -1.06244  0.4943
C -3.31531 -3.07462 -2.11825  -0.7441
C -2.69022 -4.58976 -2.15002  -0.2186
O -2.01106 -5.01283 -0.91582  -0.3260
C -2.96000 -5.38377 0.14636  0.5912
C -2.44384 -5.19642 1.70913  -0.3516
O -4.18770 -5.87946 -0.04938  -0.5678
C 0.27398 -0.95377 0.81979  0.4203
C -0.95140 -1.31079 1.89601  -0.1690
C 1.59552 -1.92989 0.72780  0.2256
O 1.58629 -3.01743 1.54134  -0.6719
H 8.13008 -1.69336 -0.05090  0.3318
H 4.07578 -3.31996 -1.33067  0.1655
H 3.92010 -3.64546 0.53785  0.3355
H -0.82668 2.30645 -0.35233  0.3396
H -1.36213 1.36221 1.19035  0.0484
H -3.25899 0.38943 0.09506  -0.1795
H -2.87633 1.60085 -1.33543  0.3736
H -1.21358 -0.55833 -2.31579  -0.0119
H -3.07219 -0.42074 -2.58580  0.4931
H -3.38093 -1.82385 -0.19001  -0.0651
H -1.61164 -2.45646 -0.58188  -0.0254
H -4.45047 -3.18178 -1.80993  0.3099
H -3.31995 -2.67770 -3.24325  0.2962
H -3.53135 -5.34937 -2.51970  0.3019
H -1.86966 -4.60900 -3.01237  0.2244
H -3.25613 -5.52158 2.50013  0.2890
H -2.26102 -4.03428 1.87106  -0.1610
H -1.40794 -5.75365 1.89775  0.2766
H -0.77606 -0.56628 2.81198  -0.1924
H -0.86610 -2.39669 2.32751  0.0961
H -2.01885 -1.03789 1.47519  0.0159
C 1.88314 -3.25409 -4.05555  -0.3807
N 0.66623 -4.03961 -4.39573  0.8893
O -0.41102 -3.64101 -3.93787  -0.5596
O 0.82678 -5.03408 -5.11286  -0.5542
H 1.59474 -2.41206 -3.42278  0.0894
H 2.56695 -3.91936 -3.52430  0.2849
H 2.31990 -2.90089 -4.99199  0.1494
C 3.05519 4.50051 -3.00678  -0.6242
N 2.58463 5.55323 -3.94698  0.8527
O 1.70128 5.23844 -4.75295  -0.5080
O 3.11521 6.66587 -3.84927  -0.5356
H 2.50496 3.57824 -3.20488  0.2670
H 4.12365 4.35713 -3.18063  0.2889
H 2.86180 4.85452 -1.99204  0.2647
C 0.90479 -1.50136 -8.42471  -0.7438
N 1.91654 -1.37169 -7.34158  0.8901
O 2.06392 -0.25303 -6.83576  -0.4931
O 2.53408 -2.39656 -7.02967  -0.5541
H 0.44131 -0.52710 -8.59380  0.3130
H 1.42487 -1.84210 -9.32238  0.2928
H 0.16121 -2.23021 -8.09563  0.2889
C -1.38997 1.47853 6.48654  -0.8350
N -1.29663 0.68075 5.23416  0.8536
O -0.26584 0.02055 5.05919  -0.5026
O -2.26080 0.73971 4.46220  -0.4555
H -0.47669 1.33274 7.06727  0.3171
H -1.50289 2.52668 6.20191  0.2817
H -2.26046 1.12139 7.04073  0.3149
C -5.58997 0.97583 3.49465  -0.6253
N -5.49663 0.17805 2.24227  0.7962
O -4.46584 -0.48215 2.06730  -0.4234
O -6.46080 0.23700 1.47031  -0.5308
H -4.67669 0.83003 4.07538  0.1855
H -5.70289 2.02398 3.21002  0.2995
H -6.46046 0.61868 4.04884  0.2941
C 2.12566 3.21109 4.19286  -0.6578
N 1.93141 3.78889 5.55007  0.8935
O 2.60118 4.78658 5.84161  -0.5719
O 1.11197 3.22466 6.28436  -0.5240
H 2.87077 3.80498 3.65931  0.2935
H 2.47027 2.18261 4.31880  0.3237
H 1.16317 3.24736 3.67834  0.2123
C 1.07281 7.27685 4.30216  -0.5734
N -0.14409 6.49133 3.96198  0.8141
O -1.22134 6.88994 4.41984  -0.5071
O 0.01646 5.49687 3.24484  -0.4720
H 0.78442 8.11888 4.93492  0.2940
H 1.75662 6.61158 4.83340  0.1892
H 1.50957 7.63005 3.36572  0.2759

Computed properties:
LUMO level = -2.162 eV
Highest occupied orbital energy = -9.720 eV
Kohn-Sham gap = 7.558 eV
Net charge = 0



The following is a DFT calculation (ωB97M-V with the def2-TZVPD basis set) of a 2-piece molecular cluster, C3H8NO2 overall.

Last column: Mulliken charge in e.
Geometry (Å):
O -1.21816 -1.44362 0.85240  -0.6018
C -1.87416 -1.83858 -0.08129  0.2330
O -2.33905 -0.99823 -0.98906  -0.3867
H -2.13104 -2.89135 -0.22749  0.3543
H -2.76938 -1.44145 -1.73813  0.3690
C 0.88666 0.92287 -0.32039  -0.0834
C 1.60537 2.01211 -0.47876  -0.5326
N 0.85127 0.28610 1.03649  -0.2558
H 0.68531 0.13748 -1.03383  0.2890
H 1.63988 2.43283 -1.47586  0.2547
H 2.20925 2.47315 0.29076  0.2608
H 1.74608 -0.10825 1.32364  0.3948
H 0.14511 -0.48933 1.07594  0.3088
H 0.56284 0.94626 1.76559  0.3959

Computed properties:
LUMO level = -3.205 eV
Highest occupied orbital energy = -15.277 eV
Kohn-Sham gap = 12.072 eV
ΔE to the lowest compared entry with this formula, charge and spin = 144.1 kJ/mol
Net charge = +1



Q: Which of these has the highest Kohn-Sham gap?
A: C3H8NO2